The following is a quantum chemistry calculation of C52H83AsCl3N6PRbSbSi3 as an isolated structure, from the Open Molecules 2025 dataset.

Summary:
Relative energy (zero: lowest compared OMol25 entry of this formula, charge and spin) (kJ/mol): 80.8
HOMO level (hartree): -0.44570
Net charge: +2
HOMO-LUMO gap (Eh): 0.285

Each line ends with the Löwdin charge.
Atoms and positions in Å:
Rb -0.14 0.42 -0.13  0.297
N 0.93 -2.58 0.34  0.062
C 1.14 -3.70 -0.49  -0.328
C 1.66 -4.88 0.04  -0.028
C 1.86 -5.99 -0.76  -0.061
C 1.58 -5.92 -2.12  -0.068
C 1.06 -4.76 -2.65  -0.097
C 0.80 -3.65 -1.84  -0.334
P -0.01 -2.17 -2.56  1.080
C 1.12 -1.97 -3.99  -0.376
C 0.77 -2.11 -5.33  -0.090
C 1.72 -1.94 -6.32  -0.064
C 3.02 -1.61 -6.00  -0.066
C 3.38 -1.46 -4.67  -0.076
C 2.44 -1.64 -3.67  -0.123
C -1.47 -2.96 -3.35  -0.377
C -1.96 -4.22 -3.00  -0.106
C -3.11 -4.72 -3.59  -0.085
C -3.79 -3.99 -4.54  -0.078
C -3.33 -2.72 -4.88  -0.069
C -2.21 -2.20 -4.27  -0.138
H 1.27 -2.75 1.28  0.067
H 1.37 -1.74 -0.03  0.008
H 1.91 -4.92 1.09  0.109
H 2.27 -6.89 -0.33  0.113
H 1.77 -6.78 -2.75  0.111
H 0.84 -4.70 -3.71  0.118
H -0.24 -2.37 -5.61  0.091
H 1.43 -2.07 -7.36  0.111
H 3.76 -1.48 -6.78  0.110
H 4.40 -1.20 -4.41  0.112
H 2.73 -1.52 -2.63  0.104
H -1.41 -4.82 -2.29  0.102
H -3.45 -5.71 -3.31  0.109
H -4.66 -4.40 -5.03  0.109
H -3.85 -2.15 -5.64  0.114
H -1.89 -1.20 -4.50  0.087
C 3.57 1.75 -3.46  -0.056
C 4.78 2.10 -2.88  -0.031
C 4.91 1.99 -1.51  0.007
C 3.82 1.56 -0.75  -0.217
N 2.66 1.23 -1.32  0.073
C 2.55 1.32 -2.63  -0.185
C 3.88 1.44 0.71  -0.218
C 4.98 1.87 1.46  0.006
C 4.98 1.68 2.83  -0.033
C 3.88 1.08 3.42  -0.047
C 2.82 0.71 2.60  -0.165
N 2.82 0.87 1.29  0.089
H 3.43 1.82 -4.53  0.115
H 5.61 2.44 -3.48  0.118
H 5.85 2.22 -1.04  0.107
H 1.59 1.02 -3.05  0.084
H 5.81 2.36 0.99  0.107
H 5.83 1.99 3.42  0.119
H 3.84 0.91 4.48  0.102
H 1.93 0.25 3.01  0.061
C -2.23 2.47 4.85  -0.233
Si -0.82 1.25 5.29  0.314
C 0.82 2.17 4.96  -0.223
C -0.83 0.89 7.17  -0.184
As -1.07 -0.56 3.76  0.769
Si -3.30 -1.10 4.37  0.309
C -3.75 -2.95 4.13  -0.214
C -3.96 -0.69 6.11  -0.200
C -4.38 -0.10 3.11  -0.219
Si 0.11 -2.41 4.72  0.314
C -0.40 -3.95 3.70  -0.218
C -0.08 -2.78 6.58  -0.197
C 1.99 -2.16 4.41  -0.215
H -1.98 3.48 5.15  0.001
H -3.16 2.22 5.35  0.015
H -2.42 2.48 3.78  -0.010
H 0.85 3.11 5.50  0.030
H 0.96 2.39 3.90  0.009
H 1.66 1.58 5.29  0.011
H -0.59 1.79 7.73  0.039
H -0.08 0.15 7.43  0.013
H -1.79 0.53 7.52  0.011
H -3.44 -3.52 5.00  0.029
H -3.28 -3.40 3.26  -0.012
H -4.83 -3.10 4.03  0.033
H -3.37 -1.18 6.88  0.021
H -4.99 -1.02 6.24  0.040
H -3.94 0.38 6.30  0.009
H -3.82 0.08 2.19  -0.016
H -4.61 0.87 3.53  0.021
H -5.32 -0.57 2.87  0.019
H -1.26 -4.44 4.13  0.012
H 0.39 -4.69 3.66  0.029
H -0.65 -3.68 2.67  -0.007
H -1.10 -2.64 6.94  0.015
H 0.56 -2.13 7.17  0.019
H 0.21 -3.80 6.81  0.036
H 2.22 -2.02 3.36  0.002
H 2.54 -3.03 4.75  0.039
H 2.36 -1.31 4.96  0.017
N -5.29 -3.16 -0.57  0.067
C -4.43 -3.17 0.65  -0.099
C -3.03 -2.69 0.24  -0.176
N -3.07 -1.38 -0.36  -0.044
C -3.97 -1.34 -1.49  -0.179
C -5.39 -1.79 -1.13  -0.080
H -6.23 -3.54 -0.37  0.194
H -4.85 -3.77 -1.27  0.175
H -4.40 -4.17 1.06  0.141
H -4.86 -2.49 1.39  0.115
H -2.59 -3.39 -0.47  0.116
H -2.39 -2.65 1.12  0.106
H -3.36 -0.69 0.33  0.081
H -3.57 -1.98 -2.28  0.090
H -3.99 -0.32 -1.89  0.106
H -6.03 -1.80 -2.01  0.142
H -5.82 -1.13 -0.38  0.141
Cl -0.53 5.38 3.58  0.666
C -1.68 5.22 2.23  -1.545
Cl -3.36 5.28 2.83  0.649
Cl -1.40 6.53 1.04  0.655
C -1.48 3.95 1.59  -0.406
N -1.35 2.94 1.06  0.182
C -2.72 3.28 -5.82  -0.133
C -2.30 2.07 -5.01  -0.555
C -1.23 1.29 -5.76  -0.169
Sb -1.56 2.48 -2.95  1.447
C -0.44 4.34 -3.28  -0.568
C 0.68 4.18 -4.29  -0.132
C 0.11 4.79 -1.94  -0.164
C -3.29 3.48 -1.96  -0.568
C -4.21 2.42 -1.38  -0.180
C -4.07 4.44 -2.83  -0.136
H -2.90 2.99 -6.85  0.085
H -1.94 4.04 -5.83  0.067
H -3.63 3.73 -5.44  0.053
H -3.17 1.42 -4.86  0.071
H -0.44 1.96 -6.11  0.069
H -1.66 0.81 -6.64  0.085
H -0.76 0.52 -5.14  0.027
H -1.16 5.07 -3.64  0.081
H 1.36 3.38 -4.00  0.046
H 1.26 5.10 -4.35  0.088
H 0.30 3.97 -5.29  0.056
H 0.84 4.07 -1.56  0.070
H -0.68 4.91 -1.21  0.008
H 0.62 5.75 -2.05  0.087
H -2.82 4.03 -1.14  0.052
H -4.65 1.83 -2.19  0.064
H -5.03 2.89 -0.84  0.083
H -3.67 1.76 -0.70  0.039
H -4.63 3.89 -3.58  0.068
H -3.43 5.17 -3.31  0.067
H -4.79 4.99 -2.22  0.084

***

The following is a quantum chemistry calculation of a 13-piece molecular cluster, C52H83F21O32 overall, from the Open Molecules 2025 dataset.

Summary:
Relative energy (zero: lowest compared OMol25 entry of this formula, charge and spin) (kJ/mol): 0.0
HOMO level (hartree): -0.39973
Net charge: 0
HOMO-LUMO gap (Eh): 0.412

Each line ends with the Löwdin charge.
Atoms and positions in Å:
C 0.35 5.46 -23.94  -0.057
C 1.19 6.23 -22.95  -0.222
O 1.02 5.66 -21.65  0.034
C 1.78 6.22 -20.70  -0.611
O 2.56 7.12 -20.89  0.129
O 1.43 5.71 -19.54  -0.005
C 2.13 6.22 -18.39  -0.004
H 0.76 4.46 -24.09  0.058
H 0.38 5.94 -24.92  0.082
H -0.71 5.41 -23.66  0.084
H 0.88 7.28 -22.96  0.130
H 2.23 6.21 -23.27  0.120
H 3.09 5.74 -18.23  0.076
H 1.53 6.01 -17.50  0.091
H 2.17 7.29 -18.56  0.097
C 4.60 2.93 -26.26  -0.037
C 4.20 4.36 -25.93  -0.189
O 5.36 5.16 -25.72  0.042
C 5.80 5.34 -24.49  -0.630
O 5.27 4.84 -23.52  0.116
O 6.91 6.04 -24.49  0.012
C 7.39 6.47 -23.21  -0.026
H 3.80 2.23 -26.04  0.055
H 5.49 2.62 -25.71  0.064
H 4.94 2.88 -27.30  0.084
H 3.54 4.38 -25.06  0.108
H 3.65 4.79 -26.76  0.123
H 6.55 6.87 -22.65  0.076
H 8.09 7.28 -23.39  0.088
H 7.93 5.70 -22.67  0.091
C 3.57 0.05 -20.04  -0.041
C 2.93 -0.15 -18.68  -0.191
O 2.52 1.15 -18.24  0.024
C 1.24 1.45 -18.23  -0.617
O 0.30 0.73 -18.44  0.125
O 1.15 2.76 -17.94  -0.026
C -0.17 3.30 -17.89  -0.036
H 2.88 0.57 -20.70  0.063
H 3.83 -0.90 -20.52  0.089
H 4.49 0.61 -19.89  0.064
H 3.65 -0.63 -18.01  0.120
H 2.04 -0.78 -18.73  0.122
H -0.51 3.28 -16.85  0.099
H -0.88 2.70 -18.44  0.088
H -0.04 4.33 -18.20  0.078
C 11.68 14.68 -22.45  -0.061
C 11.86 13.19 -22.22  -0.234
O 10.72 12.46 -22.64  0.045
C 10.22 11.54 -21.83  -0.601
O 10.55 11.37 -20.68  0.122
O 9.30 10.85 -22.48  0.021
C 8.79 9.70 -21.83  -0.042
H 12.65 15.17 -22.39  0.078
H 10.99 15.05 -21.69  0.081
H 11.28 14.85 -23.45  0.078
H 12.13 13.01 -21.18  0.120
H 12.73 12.82 -22.77  0.126
H 8.55 9.94 -20.80  0.084
H 9.47 8.85 -21.83  0.106
H 7.89 9.40 -22.37  0.072
C 7.74 -1.00 -17.41  -0.058
C 7.25 0.24 -18.13  -0.223
O 8.13 1.31 -17.81  0.042
C 8.58 2.07 -18.81  -0.597
O 8.20 2.01 -19.95  0.103
O 9.46 2.92 -18.31  0.033
C 9.95 3.95 -19.12  -0.050
H 8.67 -1.34 -17.88  0.082
H 7.05 -1.83 -17.56  0.077
H 7.91 -0.82 -16.36  0.080
H 6.22 0.49 -17.86  0.116
H 7.21 0.05 -19.21  0.117
H 11.02 3.92 -19.31  0.097
H 9.74 4.93 -18.68  0.082
H 9.46 4.00 -20.10  0.083
C -0.22 2.61 -21.26  -0.038
C 1.02 2.32 -22.06  -0.208
O 0.88 1.07 -22.73  0.052
C 1.76 0.82 -23.69  -0.608
O 2.71 1.51 -23.94  0.115
O 1.40 -0.30 -24.29  0.022
C 2.19 -0.78 -25.37  -0.025
H -0.55 1.73 -20.72  0.080
H -1.02 2.99 -21.90  0.087
H -0.03 3.36 -20.49  0.056
H 1.89 2.31 -21.39  0.105
H 1.26 3.09 -22.80  0.092
H 3.08 -0.17 -25.54  0.082
H 1.56 -0.73 -26.25  0.098
H 2.53 -1.80 -25.17  0.095
C 4.17 8.43 -15.36  -0.035
C 5.37 8.50 -14.42  -0.171
O 5.33 9.74 -13.68  0.036
C 6.40 10.19 -13.05  -0.386
O 7.54 9.91 -13.28  0.168
C 6.03 11.31 -12.05  -0.549
F 4.83 11.06 -11.49  0.150
F 6.95 11.36 -11.10  0.188
F 5.92 12.49 -12.66  0.178
H 3.35 7.88 -14.92  0.076
H 4.55 7.89 -16.23  0.051
H 3.85 9.44 -15.64  0.084
H 6.28 8.34 -14.99  0.095
H 5.27 7.75 -13.64  0.135
C 4.47 9.78 -26.01  -0.052
C 4.96 9.30 -24.66  -0.199
O 4.30 10.05 -23.63  0.054
C 4.52 9.62 -22.41  -0.384
O 5.15 8.64 -22.11  0.145
C 3.91 10.54 -21.33  -0.541
F 3.01 11.37 -21.89  0.164
F 3.31 9.85 -20.37  0.181
F 4.88 11.28 -20.78  0.162
H 3.44 9.45 -26.14  0.081
H 5.06 9.38 -26.83  0.084
H 4.45 10.87 -26.05  0.084
H 6.04 9.39 -24.55  0.132
H 4.70 8.25 -24.57  0.122
C 7.60 2.22 -23.64  -0.041
C 8.34 3.05 -24.67  -0.183
O 9.37 2.22 -25.22  0.040
C 9.43 2.04 -26.53  -0.396
O 8.86 2.68 -27.36  0.175
C 10.37 0.86 -26.85  -0.555
F 11.35 0.72 -25.98  0.182
F 9.65 -0.27 -26.88  0.166
F 10.90 1.04 -28.06  0.164
H 7.14 1.34 -24.10  0.087
H 6.76 2.72 -23.16  0.065
H 8.28 1.93 -22.84  0.077
H 8.80 3.94 -24.24  0.124
H 7.62 3.34 -25.44  0.103
C 4.40 3.63 -20.59  -0.028
C 5.73 4.32 -20.38  -0.176
O 5.54 5.62 -19.79  0.064
C 6.58 6.38 -19.62  -0.399
O 7.73 6.07 -19.84  0.142
C 6.28 7.72 -18.93  -0.535
F 6.71 8.67 -19.77  0.148
F 4.99 7.89 -18.64  0.173
F 6.97 7.83 -17.79  0.153
H 3.72 4.27 -21.14  0.076
H 4.00 3.39 -19.60  0.076
H 4.63 2.73 -21.16  0.081
H 6.22 4.37 -21.36  0.097
H 6.43 3.79 -19.74  0.117
C 6.61 11.17 -17.32  -0.030
C 7.98 10.96 -16.72  -0.174
O 8.09 11.89 -15.62  0.032
C 9.26 11.99 -15.03  -0.420
O 10.28 11.43 -15.30  0.171
C 9.28 13.04 -13.89  -0.547
F 9.47 12.42 -12.72  0.171
F 10.28 13.90 -14.09  0.169
F 8.14 13.74 -13.81  0.156
H 6.46 12.22 -17.59  0.091
H 5.85 10.88 -16.59  0.075
H 6.50 10.52 -18.18  0.057
H 8.85 11.06 -17.37  0.136
H 8.06 9.97 -16.28  0.095
C 2.43 1.81 -14.76  -0.042
C 2.39 3.31 -14.78  -0.170
O 3.72 3.87 -14.62  0.049
C 4.45 4.02 -15.70  -0.400
O 4.08 3.97 -16.83  0.155
C 5.90 4.38 -15.33  -0.520
F 6.41 5.30 -16.16  0.169
F 6.01 4.79 -14.07  0.165
F 6.65 3.26 -15.46  0.154
H 3.23 1.36 -15.35  0.085
H 1.48 1.52 -15.23  0.084
H 2.43 1.35 -13.78  0.082
H 1.68 3.75 -14.09  0.132
H 2.07 3.64 -15.78  0.096
C 8.93 7.35 -15.32  -0.063
C 10.12 6.62 -14.73  -0.170
O 10.22 6.82 -13.31  0.051
C 9.22 6.36 -12.57  -0.389
O 8.35 5.63 -12.96  0.150
C 9.23 6.93 -11.14  -0.549
F 8.12 7.67 -10.98  0.171
F 9.19 5.94 -10.25  0.163
F 10.30 7.67 -10.89  0.182
H 9.02 8.44 -15.28  0.065
H 8.01 7.00 -14.88  0.052
H 8.95 7.24 -16.40  0.080
H 11.05 7.00 -15.13  0.129
H 10.06 5.56 -15.00  0.128